Density functional theory data (the ωB97M-V functional and the def2-TZVPD basis) for C29H24N4PRh as an isolated structure in a non-equilibrium geometry.

Cartesian coordinates (Å):
Rh: 0.012 -0.035 0.099
N: -2.019 1.705 1.356
P: -0.905 1.999 0.113
C: -1.762 2.435 -1.397
C: -2.620 3.538 -1.361
C: -3.354 3.870 -2.486
C: -3.228 3.110 -3.645
C: -2.364 2.026 -3.684
C: -1.629 1.683 -2.560
C: 0.109 3.350 0.640
C: 0.334 3.601 1.997
C: 1.122 4.675 2.368
C: 1.700 5.479 1.393
C: 1.499 5.215 0.043
C: 0.705 4.150 -0.342
C: -2.464 0.417 1.580
C: -3.535 0.108 2.410
C: -3.886 -1.218 2.558
C: -3.178 -2.212 1.883
C: -2.125 -1.838 1.089
N: -1.772 -0.542 0.948
H: -2.467 2.467 1.846
H: -2.710 4.145 -0.467
H: -4.018 4.722 -2.464
H: -3.802 3.373 -4.523
H: -2.257 1.449 -4.593
H: -0.935 0.853 -2.599
H: -0.098 2.960 2.755
H: 1.286 4.889 3.415
H: 2.313 6.320 1.687
H: 1.956 5.845 -0.708
H: 0.535 3.950 -1.392
H: -4.079 0.895 2.912
H: -4.716 -1.483 3.198
H: -3.436 -3.255 1.983
H: -1.525 -2.558 0.550
C: 3.350 2.065 3.971
C: 2.153 1.365 4.091
C: 1.734 0.540 3.065
C: 2.505 0.455 1.905
C: 3.701 1.158 1.771
C: 4.122 1.957 2.819
N: 2.078 -0.455 0.914
N: 2.308 -0.104 -0.292
C: 1.852 -1.122 -1.221
C: 2.620 -1.965 -2.007
C: 1.950 -2.702 -2.974
C: 0.575 -2.593 -3.183
C: -0.207 -1.751 -2.403
C: 0.475 -1.087 -1.399
H: 3.694 2.682 4.791
H: 1.566 1.447 4.996
H: 0.829 -0.052 3.158
H: 4.289 1.052 0.870
H: 5.057 2.494 2.742
H: 3.694 -2.022 -1.894
H: 2.515 -3.373 -3.607
H: 0.112 -3.179 -3.966
H: -1.277 -1.677 -2.544

Forces on the atoms, in the same order (eV/Å):
0.001 -0.094 2.893
0.361 0.176 0.048
-0.377 0.137 -1.039
0.032 0.030 0.151
-0.016 0.054 -0.007
0.017 0.002 0.008
0.016 -0.017 0.014
0.004 0.022 -0.026
0.067 -0.016 -0.028
-0.056 -0.078 0.072
0.034 -0.027 0.019
0.024 -0.017 -0.002
0.003 0.000 -0.001
0.022 -0.018 -0.004
-0.012 0.008 -0.023
-0.142 -0.012 -0.019
-0.037 -0.018 -0.044
-0.033 0.052 0.042
0.057 -0.039 -0.045
-0.095 -0.013 0.035
0.037 -0.078 -0.491
-0.054 -0.025 -0.003
-0.008 -0.003 0.003
-0.005 -0.001 0.003
-0.001 0.000 -0.004
0.000 0.004 -0.004
-0.040 -0.015 0.025
-0.032 0.020 0.018
-0.002 -0.007 0.002
-0.001 0.007 0.000
0.001 0.001 -0.004
-0.018 0.022 -0.002
0.003 0.007 -0.002
-0.005 0.001 -0.001
0.003 -0.002 -0.006
0.010 0.004 0.004
-0.057 -0.041 0.007
0.029 0.110 0.059
0.047 -0.164 -0.026
0.149 0.038 0.083
-0.104 0.129 -0.045
-0.018 0.049 -0.038
-0.312 0.287 -0.490
0.674 -0.439 0.241
-0.314 -0.023 -0.539
0.027 0.224 0.061
0.118 -0.106 -0.073
-0.155 -0.012 -0.032
0.218 -0.301 0.162
-0.177 0.185 -1.006
0.004 0.004 0.001
0.011 -0.021 0.004
0.048 -0.049 0.005
0.022 -0.018 0.013
0.013 -0.014 0.010
0.008 0.026 0.002
0.021 -0.004 0.024
-0.013 0.002 0.005
0.003 0.069 -0.007

M = 562.42 g mol⁻¹
total charge = +2
energy = -1789.82521 hartree
spin multiplicity = 1